(1)
ORCA calculation (the ωB97M-V functional and the def2-TZVPD basis) on a molecular structure, C25H22BrFeTe.

Computed properties:
E_tot, Eh: -5071.4987
HOMO energy (spin up / spin down), Ha: -0.280 / -0.282
LUMO (spin up / spin down), eV: -1.38 / -0.04
Kohn-Sham gap (spin up / spin down), eV: 6.23 / 7.64

The geometry in ORCA input format:
```
! wB97M-V def2-TZVPD RIJCOSX def2/J DEFGRID3
* xyz 0 2
Fe -1.28 0.24 1.76
Br -2.63 -1.03 3.56
C -1.22 -2.33 3.60
C -1.45 -3.48 4.28
C -0.42 -4.44 4.38
C 0.80 -4.18 3.82
C 1.04 -2.98 3.11
C 2.31 -2.71 2.55
C 2.53 -1.55 1.87
C 1.48 -0.63 1.68
C 0.22 -0.83 2.19
C 0.00 -2.02 2.96
H -2.41 -3.66 4.76
H -0.60 -5.36 4.91
H 1.60 -4.90 3.91
H 3.10 -3.44 2.68
H 3.50 -1.35 1.45
H 1.69 0.26 1.10
C 1.25 4.07 0.78
C 1.14 3.61 2.09
C 0.32 2.53 2.38
C -0.42 1.88 1.37
C -0.30 2.37 0.07
C 0.53 3.45 -0.23
H 1.90 4.90 0.55
H 1.69 4.09 2.88
H 0.26 2.18 3.40
H -0.86 1.91 -0.74
H 0.60 3.81 -1.25
C 0.49 1.45 -5.63
C -0.12 0.94 -4.35
C -1.31 1.46 -3.87
C -1.90 0.99 -2.69
C -3.18 1.64 -2.22
C -1.27 -0.04 -1.98
Te -2.23 -0.86 -0.29
C -0.04 -0.56 -2.43
C 0.74 -1.61 -1.70
C 0.50 -0.06 -3.61
H -0.12 2.23 -6.07
H 0.58 0.64 -6.36
H 1.49 1.85 -5.45
H -1.81 2.25 -4.41
H -3.48 2.42 -2.92
H -3.05 2.08 -1.24
H -3.99 0.92 -2.14
H 0.35 -1.81 -0.70
H 1.78 -1.29 -1.59
H 0.75 -2.55 -2.25
H 1.45 -0.46 -3.96
*
```


(2)
ORCA calculation (the ωB97M-V functional and the def2-TZVPD basis) on a molecular structure, C9H9GdN2O5S.

Computed properties:
E_tot, Eh: -1997.0753
HOMO energy (spin up / spin down), Ha: -0.573 / -0.576
LUMO (spin up / spin down), eV: -10.57 / -10.46
Kohn-Sham gap (spin up / spin down), eV: 5.03 / 5.21

The geometry in ORCA input format:
```
! wB97M-V def2-TZVPD RIJCOSX def2/J DEFGRID3
* xyz 2 8
O -4.07 -3.02 3.19
C -3.12 -2.73 2.66
Gd -0.19 0.01 -0.33
C 2.07 0.91 -1.04
O 3.17 0.93 -1.39
C 1.67 -1.49 0.54
O 1.85 -2.64 0.38
C 0.58 -1.03 -2.17
O 1.12 -1.69 -2.97
C 1.51 0.03 1.15
O 2.36 -0.12 2.00
H -1.96 -0.48 -0.06
S -0.84 3.04 0.35
C -1.93 3.46 -0.91
N -3.23 3.09 -0.88
C -4.26 3.69 -1.74
C -3.65 4.02 -3.09
C -2.39 4.85 -2.93
N -1.52 4.25 -1.92
H -3.51 2.64 -0.01
H -4.68 4.59 -1.27
H -5.06 2.95 -1.84
H -4.38 4.58 -3.69
H -3.41 3.09 -3.62
H -2.64 5.88 -2.63
H -1.82 4.89 -3.87
H -0.55 4.55 -1.85
*
```


(3)
ORCA calculation (the ωB97M-V functional and the def2-TZVPD basis) on a molecular structure, C30H36GeIrN5O3S2.

Computed properties:
E_tot, Eh: -4641.8645
HOMO energy, Ha: -0.196
LUMO, eV: -0.58
Kohn-Sham gap, eV: 4.76

The geometry in ORCA input format:
```
! wB97M-V def2-TZVPD RIJCOSX def2/J DEFGRID3
* xyz 0 1
Ir 0.07 -0.54 0.20
C 0.11 -3.03 -2.22
C -1.09 -2.14 -2.26
C -2.08 -2.38 -3.20
C -3.15 -1.54 -3.31
C -3.20 -0.44 -2.48
C -2.20 -0.25 -1.55
N -1.17 -1.10 -1.40
C -2.18 0.94 -0.68
C -3.10 1.97 -0.68
C -2.94 3.02 0.21
C -1.85 3.01 1.07
C -0.96 1.97 1.00
N -1.14 0.97 0.15
C 0.24 1.81 1.85
C 0.71 2.84 2.63
C 1.84 2.66 3.39
C 2.44 1.43 3.37
C 1.93 0.41 2.57
C 2.58 -0.93 2.60
N 0.84 0.61 1.79
H 0.17 -3.61 -3.13
H 0.07 -3.72 -1.37
H 1.02 -2.42 -2.13
H -1.98 -3.23 -3.86
H -3.93 -1.71 -4.05
H -4.01 0.28 -2.55
H -3.94 1.96 -1.36
H -3.65 3.83 0.23
H -1.72 3.81 1.79
H 0.20 3.79 2.60
H 2.25 3.46 4.00
H 3.33 1.23 3.97
H 3.35 -0.95 3.38
H 3.07 -1.14 1.65
H 1.85 -1.71 2.80
C 1.47 4.90 -2.41
Ge 1.28 2.95 -2.58
C 2.30 2.21 -4.07
C -0.63 2.65 -2.95
C 1.84 2.11 -0.98
H 1.44 5.42 -3.38
H 2.41 5.16 -1.91
H 0.64 5.28 -1.80
H 2.02 2.66 -5.03
H 2.11 1.13 -4.13
H 3.38 2.35 -3.91
H -0.94 3.13 -3.89
H -1.22 3.09 -2.13
H -0.85 1.58 -3.01
H 1.69 2.56 0.00
O -1.61 -3.09 3.66
C -0.49 -3.86 4.08
N -0.53 -5.14 3.45
C 0.10 -5.55 2.31
O 0.06 -6.71 1.94
C 0.88 -4.54 1.51
C 2.08 -4.92 0.96
C 2.77 -4.00 0.19
C 2.23 -2.74 -0.02
N 1.06 -2.37 0.49
C 0.39 -3.27 1.24
H -1.53 -2.20 4.02
H -0.52 -4.02 5.16
H 0.45 -3.37 3.83
H -1.12 -5.85 3.86
H 2.46 -5.92 1.13
H 3.73 -4.23 -0.25
H 2.76 -1.99 -0.59
H -0.57 -2.95 1.62
C 4.54 3.06 0.04
O 4.77 1.69 0.43
C 4.29 0.67 -0.28
S 5.17 -0.76 -0.23
S 2.72 0.65 -1.05
H 5.48 3.57 0.25
H 3.75 3.50 0.64
H 4.29 3.15 -1.00
*
```


(4)
ORCA calculation (the ωB97M-V functional and the def2-TZVPD basis) on 10 unconnected molecules or ions with the total composition C42H106N13O13P3.

Computed properties:
SMILES string: CN(C)P(=O)(N(C)C)N(C)C.CN(C)P(=O)(N(C)C)N(C)C.CN(C)P(=O)(N(C)C)N(C)C.CCOC(C)=O.CCOC(C)=O.CCOC(C)=O.CN(C)C=O.CN(C)C=O.CN(C)C=O.CN(C)C=O
E_tot, Eh: -4378.0547
HOMO energy, Ha: -0.319
LUMO, eV: 0.35
Kohn-Sham gap, eV: 9.02

The geometry in ORCA input format:
```
! wB97M-V def2-TZVPD RIJCOSX def2/J DEFGRID3
* xyz 0 1
C 3.74 -2.88 5.66
N 3.32 -4.15 5.16
C 3.73 -5.35 5.96
P 2.26 -4.42 3.88
O 2.50 -5.77 3.32
N 0.68 -4.17 4.44
C -0.35 -5.13 4.02
C 0.29 -2.97 5.24
N 2.48 -3.10 2.88
C 3.80 -2.88 2.30
C 1.35 -2.88 1.90
H 3.28 -2.76 6.66
H 3.40 -2.13 4.95
H 4.84 -2.77 5.79
H 3.40 -5.24 7.00
H 4.81 -5.42 5.97
H 3.35 -6.25 5.51
H 0.08 -5.97 3.45
H -0.91 -5.57 4.86
H -1.09 -4.60 3.37
H 1.18 -2.66 5.78
H -0.10 -2.14 4.63
H -0.34 -3.26 6.05
H 4.58 -3.28 2.97
H 3.85 -3.49 1.40
H 4.12 -1.88 2.06
H 0.42 -3.09 2.40
H 1.46 -3.49 0.99
H 1.37 -1.84 1.60
C 2.56 -1.03 -6.62
N 1.25 -1.30 -6.10
C 0.29 -0.23 -5.68
P 1.16 -2.86 -5.38
O 2.12 -3.03 -4.30
N -0.44 -3.02 -4.86
C -0.62 -2.78 -3.47
C -1.64 -3.27 -5.69
N 1.32 -3.91 -6.67
C 1.19 -3.60 -8.08
C 1.14 -5.34 -6.33
H 2.99 -2.01 -6.81
H 3.26 -0.56 -5.93
H 2.55 -0.42 -7.58
H 0.44 0.00 -4.61
H -0.75 -0.61 -5.68
H 0.42 0.77 -6.16
H -0.96 -1.74 -3.25
H -1.34 -3.46 -2.97
H 0.24 -2.96 -2.85
H -1.39 -3.77 -6.67
H -2.35 -3.92 -5.13
H -2.19 -2.34 -5.87
H 2.06 -3.93 -8.69
H 0.28 -4.03 -8.52
H 1.04 -2.53 -8.12
H 0.20 -5.75 -6.66
H 1.21 -5.59 -5.27
H 1.96 -5.93 -6.78
C 2.16 1.62 5.96
N 1.31 1.08 4.96
C 1.91 0.31 3.81
P -0.23 1.68 4.69
O -0.86 1.03 3.49
N -0.93 1.42 6.17
C -2.18 2.06 6.52
C -0.61 0.17 6.84
N -0.19 3.34 4.41
C 0.05 3.60 2.98
C 0.30 4.29 5.38
H 2.93 2.39 5.71
H 2.66 0.78 6.43
H 1.53 2.02 6.76
H 2.59 0.96 3.26
H 1.13 -0.08 3.16
H 2.45 -0.52 4.27
H -2.44 2.71 5.67
H -2.96 1.30 6.66
H -2.09 2.69 7.42
H 0.11 -0.41 6.30
H -0.40 0.33 7.91
H -1.51 -0.45 6.94
H 1.10 3.38 2.70
H -0.51 2.88 2.38
H -0.18 4.63 2.78
H 1.35 4.40 5.51
H -0.14 4.00 6.32
H -0.07 5.29 5.07
C -1.71 5.57 -0.12
C -1.65 6.36 1.13
O -2.67 5.81 2.06
C -2.53 6.03 3.35
C -3.68 5.41 4.14
O -1.64 6.64 3.93
H -0.91 5.97 -0.78
H -2.68 5.53 -0.61
H -1.47 4.51 0.06
H -0.67 6.28 1.58
H -1.92 7.42 0.96
H -3.23 4.89 5.01
H -4.28 4.75 3.51
H -4.28 6.22 4.51
C 1.41 3.99 -2.40
C 1.35 2.99 -3.55
O 0.15 3.10 -4.37
C 0.22 3.93 -5.37
C -1.12 3.96 -6.05
O 1.19 4.59 -5.73
H 2.15 3.58 -1.72
H 0.43 4.05 -1.90
H 1.62 5.00 -2.70
H 2.18 3.16 -4.23
H 1.35 1.99 -3.07
H -0.97 4.40 -7.01
H -1.77 4.53 -5.38
H -1.49 2.95 -6.10
C 0.09 1.30 -0.26
C 0.03 0.23 -1.34
O 0.97 -0.81 -0.99
C 2.15 -0.78 -1.65
C 2.94 -1.94 -1.14
O 2.50 0.01 -2.51
H 0.20 0.84 0.73
H -0.81 1.90 -0.32
H 0.89 2.00 -0.51
H -0.95 -0.21 -1.34
H 0.33 0.60 -2.32
H 3.10 -2.57 -2.02
H 2.44 -2.50 -0.41
H 3.86 -1.61 -0.64
C -3.12 -1.18 3.19
N -3.40 -1.50 1.75
C -4.61 -2.28 1.59
C -2.53 -1.27 0.76
O -2.66 -1.64 -0.39
H -2.33 -0.43 3.32
H -2.87 -2.06 3.84
H -4.13 -0.94 3.60
H -4.63 -3.20 2.16
H -5.47 -1.68 1.84
H -4.68 -2.71 0.61
H -1.70 -0.62 1.16
C 5.21 -1.36 -3.73
N 6.38 -1.60 -4.59
C 5.98 -1.95 -5.92
C 7.65 -1.14 -4.30
O 8.55 -1.11 -5.12
H 5.51 -1.29 -2.68
H 4.63 -2.28 -3.71
H 4.56 -0.52 -4.01
H 6.90 -2.42 -6.29
H 5.23 -2.75 -5.86
H 5.58 -1.13 -6.54
H 7.86 -0.82 -3.27
C -3.22 2.57 1.20
N -4.68 2.33 1.18
C -5.56 3.41 0.75
C -5.25 1.12 1.41
O -6.44 0.88 1.34
H -2.76 1.65 1.57
H -2.96 3.44 1.77
H -2.98 2.78 0.15
H -6.48 2.99 0.39
H -5.85 4.04 1.57
H -5.03 3.93 -0.03
H -4.51 0.39 1.67
C -4.01 0.06 -3.99
N -4.26 1.03 -2.93
C -4.70 0.46 -1.66
C -4.04 2.37 -3.05
O -4.07 3.17 -2.15
H -4.87 -0.62 -4.16
H -3.09 -0.44 -3.70
H -3.86 0.54 -4.93
H -5.05 1.30 -1.06
H -5.48 -0.30 -1.76
H -3.88 -0.10 -1.23
H -3.75 2.59 -4.11
*
```


(5)
ORCA calculation (the ωB97M-V functional and the def2-TZVPD basis) on a molecular structure, C11H16N5O4RuS2.

Computed properties:
E_tot, Eh: -1894.8391
HOMO energy, Ha: -0.141
LUMO, eV: 2.47
Kohn-Sham gap, eV: 6.31

The geometry in ORCA input format:
```
! wB97M-V def2-TZVPD RIJCOSX def2/J DEFGRID3
* xyz -1 1
Ru 0.85 0.58 -1.12
N -0.35 3.96 1.65
C -0.14 2.73 1.07
S 1.53 2.18 1.25
N -1.11 2.21 0.41
N -0.86 1.09 -0.35
C -1.89 0.29 -0.48
C -1.57 -0.94 -1.09
C -2.45 -2.00 -1.38
C -1.95 -3.15 -1.95
C -0.59 -3.23 -2.25
C 0.23 -2.16 -1.96
N -0.24 -1.05 -1.37
H 0.09 4.11 2.54
H -1.30 4.30 1.56
H -2.86 0.56 -0.07
H -3.50 -1.87 -1.16
H -2.62 -3.97 -2.18
H -0.17 -4.10 -2.72
H 1.27 -2.13 -2.23
O 2.87 1.47 -4.33
S 2.27 0.56 -3.39
O 0.77 0.82 -3.22
O 2.50 -0.85 -3.67
O 2.73 0.85 -1.93
C 3.49 -0.18 1.98
C 1.98 -0.40 1.79
C 1.27 -0.34 3.15
C 1.76 -1.78 1.18
N 1.41 0.57 0.86
H 3.93 -0.96 2.61
H 3.67 0.79 2.45
H 3.97 -0.19 1.00
H 1.70 -1.07 3.85
H 0.21 -0.55 3.03
H 1.37 0.65 3.60
H 2.18 -2.55 1.82
H 2.25 -1.83 0.20
H 0.69 -1.97 1.04
*
```


(6)
ORCA calculation (the ωB97M-V functional and the def2-TZVPD basis) on a molecular structure, C34H28N5OPS2Sm.

Computed properties:
E_tot, Eh: -3457.0788
HOMO energy (spin up / spin down), Ha: -0.374 / -0.375
LUMO (spin up / spin down), eV: -2.69 / -2.67
Kohn-Sham gap (spin up / spin down), eV: 7.48 / 7.53

The geometry in ORCA input format:
```
! wB97M-V def2-TZVPD RIJCOSX def2/J DEFGRID3
* xyz 1 6
Sm 0.43 1.93 0.03
N -1.95 0.97 3.83
C -0.73 0.83 4.49
C -0.40 0.63 5.83
C 0.94 0.51 6.12
C 1.92 0.59 5.12
C 1.59 0.79 3.80
C 0.23 0.92 3.49
N -0.40 1.12 2.26
C -1.69 1.13 2.52
C -2.69 1.25 1.46
C -4.04 1.16 1.56
S -4.72 1.32 0.01
C -3.18 1.52 -0.67
N -2.21 1.46 0.19
H -2.86 0.97 4.26
H -1.16 0.56 6.60
H 1.24 0.36 7.15
H 2.97 0.48 5.40
H 2.33 0.84 3.01
H -4.65 0.99 2.43
H -3.03 1.69 -1.73
O 2.16 1.22 -0.91
C 2.57 0.79 0.22
C 2.86 -0.65 0.27
C 4.00 -1.17 0.87
C 4.13 -2.53 1.05
C 3.09 -3.38 0.69
C 1.94 -2.86 0.13
C 1.79 -1.49 -0.09
P 0.29 -0.81 -0.95
C -1.12 -1.74 -0.25
C -2.31 -1.84 -0.97
C -3.46 -2.34 -0.37
C -3.44 -2.75 0.96
C -2.26 -2.65 1.68
C -1.11 -2.15 1.09
C 0.59 -1.50 -2.62
C 0.16 -2.77 -3.01
C 0.50 -3.28 -4.25
C 1.29 -2.54 -5.12
C 1.74 -1.28 -4.74
C 1.40 -0.77 -3.49
H 4.79 -0.50 1.19
H 5.04 -2.94 1.49
H 3.18 -4.45 0.85
H 1.13 -3.54 -0.14
H -2.35 -1.52 -2.01
H -4.38 -2.42 -0.94
H -4.33 -3.15 1.42
H -2.23 -2.98 2.72
H -0.19 -2.07 1.67
H -0.45 -3.37 -2.34
H 0.16 -4.27 -4.54
H 1.56 -2.94 -6.09
H 2.37 -0.70 -5.40
H 1.77 0.20 -3.19
S -0.14 4.50 -0.77
C -0.39 3.67 -2.30
C -0.41 4.35 -3.52
C -0.64 3.64 -4.68
C -0.84 2.26 -4.62
C -0.77 1.66 -3.39
N -0.55 2.34 -2.24
H -0.27 5.42 -3.53
H -0.68 4.16 -5.63
H -1.03 1.67 -5.51
H -0.91 0.59 -3.30
N 1.78 3.54 1.72
H 2.77 3.37 1.60
H 1.60 3.51 2.71
H 1.60 4.49 1.41
*
```


> Which of these has the lowest E_tot?

C25H22BrFeTe